(1)
The following is a DFT calculation (ωB97M-V with the def2-TZVPD basis set) of C33H41N2OP2PdS as an isolated structure at a distorted geometry.

Element x y z (Å)
Pd  0.299  0.325  0.125
S  0.935  0.256  -2.550
P  -0.979  -2.203  0.443
P  0.277  -0.437  2.280
O  2.000  0.542  -1.218
N  2.024  -2.001  -3.400
N  3.264  -0.041  -3.813
C  1.076  3.408  3.330
C  0.726  -2.779  0.230
C  -2.008  -3.605  0.786
C  -4.252  -4.482  0.787
C  -1.098  -0.980  3.300
C  -2.376  -5.925  1.278
C  4.557  -0.517  -4.349
C  1.745  3.259  4.537
C  -2.728  -0.620  -3.484
C  -2.285  -1.942  -3.408
C  -1.503  -4.860  1.146
C  -3.392  -3.407  0.660
C  1.781  3.015  -1.477
C  2.709  1.830  -1.283
C  0.634  2.284  2.650
C  -1.599  -1.577  -1.128
C  -1.747  -2.432  -2.226
C  -0.956  -1.997  4.240
C  -2.033  -0.255  -1.215
C  -2.266  -0.219  3.256
C  3.499  1.979  0.008
C  2.234  -0.705  -3.349
C  -3.120  -1.442  5.138
C  -3.743  -5.738  1.100
C  1.975  1.992  5.062
C  -2.609  0.222  -2.388
C  0.877  1.010  3.169
C  -3.272  -0.445  4.179
C  2.811  -3.055  -4.067
C  1.536  0.863  4.389
C  1.302  -2.979  1.648
C  -1.977  -2.223  5.157
C  1.629  -1.661  2.341
H  0.581  -3.512  2.269
H  -4.417  -6.576  1.225
H  2.066  4.134  5.087
H  3.140  0.959  -3.846
H  2.314  3.956  -1.365
H  -5.317  -4.337  0.670
H  1.260  -1.993  -0.306
H  4.099  1.090  0.211
H  2.136  -3.870  -4.315
H  1.701  -0.115  4.824
H  2.820  2.146  0.846
H  -2.981  1.237  -2.441
H  -2.394  -2.602  -4.259
H  -0.443  -5.027  1.284
H  4.837  -1.466  -3.906
H  -2.001  0.387  -0.334
H  0.895  4.394  2.923
H  -1.989  -6.903  1.529
H  -3.891  -1.599  5.881
H  2.197  -3.597  1.587
H  3.589  -3.432  -3.405
H  -0.054  -2.597  4.291
H  1.326  3.002  -2.468
H  -2.374  0.572  2.519
H  1.891  -1.841  3.386
H  4.159  2.838  -0.094
H  0.978  2.969  -0.733
H  5.313  0.219  -4.094
H  1.163  -2.296  -2.960
H  -1.868  -3.010  5.893
H  4.516  -0.610  -5.433
H  3.417  1.784  -2.109
H  0.783  -3.707  -0.346
H  -1.464  -3.477  -2.153
H  -4.171  0.158  4.159
H  0.072  2.395  1.729
H  -3.180  -0.254  -4.397
H  2.487  -1.172  1.873
H  3.254  -2.688  -4.986
H  -3.788  -2.420  0.448
H  2.496  1.880  6.003

Cartesian forces (eV/Å) of the 6 atoms listed first:
-1.5 -1.2 2.3
1.7 -0.2 -0.1
0.9 0.9 -1.6
0.1 -0.2 0.4
-0.3 0.6 -1.1
0.0 -0.1 0.0

Values from the calculation:
E_HOMO (spin up / spin down), eV: -16.32 / -16.30
Energy above the lowest of the compared OMol25 structures with the same formula, charge and spin, kJ/mol: 0.0
Charge: +3

=====

(2)
The following is a DFT calculation (ωB97M-V with the def2-TZVPD basis set) of one molecule with the formula C20H23N3O3.

Element x y z (Å)
O  4.355  1.729  -0.639
O  2.977  3.867  -1.516
O  -0.804  2.350  0.356
N  2.614  0.300  -0.770
N  -4.974  0.965  -0.410
N  -0.742  0.151  0.860
C  -2.891  1.237  0.721
C  -2.978  0.891  -1.776
C  -1.395  1.317  0.625
C  -3.525  1.414  1.947
C  3.177  1.550  -0.866
C  3.148  -4.501  0.035
C  -4.913  1.356  1.952
C  1.640  -2.363  -0.926
C  1.148  -3.665  -0.986
C  1.893  -4.732  -0.516
C  3.490  -0.751  -0.267
C  0.829  -1.203  -1.438
C  3.639  -3.209  0.106
C  0.702  0.075  0.760
C  -2.740  1.663  3.205
C  2.897  -2.133  -0.375
C  -3.643  1.028  -0.436
C  2.248  2.683  -1.305
C  -5.582  1.126  0.763
C  1.178  0.083  -0.701
H  1.019  -1.051  -2.504
H  3.740  -5.326  0.410
H  4.615  -3.026  0.540
H  3.766  -0.552  0.776
H  1.767  2.390  -2.245
H  -2.586  1.856  -2.102
H  -5.468  1.492  2.871
H  1.499  -5.738  -0.573
H  -3.394  1.994  4.010
H  -1.976  2.424  3.041
H  -2.234  0.754  3.534
H  1.035  -0.831  1.268
H  0.165  -3.838  -1.411
H  1.134  0.934  1.277
H  2.648  4.547  -0.926
H  4.423  -0.701  -0.829
H  1.451  2.810  -0.567
H  -1.284  -0.673  1.057
H  -0.238  -1.416  -1.335
H  -6.665  1.073  0.747
H  0.679  0.912  -1.196
H  -3.705  0.543  -2.506
H  -2.139  0.194  -1.743

Cartesian forces (eV/Å) of the 6 atoms listed first:
0.0 0.0 0.0
-0.1 0.0 0.0
0.0 0.0 0.0
0.0 0.0 0.0
0.0 0.0 0.0
0.0 0.0 0.0

Values from the calculation:
E_HOMO, eV: -9.08
Energy above the lowest of the compared OMol25 structures with the same formula, charge and spin, kJ/mol: 67.7
SMILES: Cc1ccnc(C)c1C(=O)NC[C@@H]1Cc2ccccc2CN1C(=O)CO

=====

(3)
The following is a DFT calculation (ωB97M-V with the def2-TZVPD basis set) of C20H49InO3P as an isolated structure at a distorted geometry.

Element x y z (Å)
In  4.194  1.586  -5.794
P  2.979  3.272  -7.328
O  3.015  4.750  -6.385
O  1.354  2.747  -7.542
O  0.297  0.539  -4.800
C  1.742  2.099  -0.067
C  -3.126  -2.563  -0.790
C  -1.429  -3.014  5.024
C  0.996  3.399  -0.331
C  -1.523  -1.624  -2.587
C  -2.941  -2.082  -2.229
C  2.631  1.030  -4.197
C  -1.430  -6.130  5.368
C  -1.729  -2.855  3.534
C  -2.287  -3.790  -0.454
C  -0.166  5.822  2.308
C  0.787  4.654  2.529
C  1.489  0.135  -4.800
C  -0.607  -2.169  2.764
C  -0.215  -3.889  5.356
C  -1.763  0.792  -1.816
C  1.759  4.640  0.134
C  2.029  4.712  1.640
C  -0.272  -5.315  4.808
C  -0.964  -0.499  -1.716
H  -1.302  1.569  -1.201
H  -3.223  -2.890  -2.913
H  -4.182  -2.813  -0.641
H  3.102  0.599  -3.262
H  -0.558  5.836  1.289
H  -1.371  -6.193  6.458
H  2.715  2.100  -0.566
H  -1.404  -7.147  4.969
H  0.665  -5.821  5.063
H  -0.887  -2.052  1.715
H  -1.945  -3.827  3.080
H  -2.396  -5.696  5.100
H  -0.109  -3.931  6.446
H  -0.325  -5.303  3.715
H  -0.840  -2.479  -2.537
H  1.745  -0.871  -5.276
H  0.318  -2.749  2.797
H  -1.218  -3.584  -0.539
H  -1.795  1.151  -2.848
H  2.706  3.901  1.928
H  -3.646  -1.267  -2.420
H  0.727  3.248  -6.986
H  -0.906  -0.817  -0.669
H  3.912  5.092  -6.581
H  1.903  1.935  1.002
H  -1.267  -2.022  5.462
H  -2.532  -4.623  -1.119
H  -2.790  0.660  -1.464
H  0.252  3.711  2.379
H  -2.640  -2.257  3.426
H  4.766  0.161  -6.721
H  0.008  3.358  0.138
H  2.719  4.683  -0.391
H  1.168  1.251  -0.448
H  -1.018  5.749  2.989
H  0.694  -3.406  4.985
H  2.571  5.643  1.848
H  1.206  5.531  -0.180
H  -2.898  -1.758  -0.084
H  -2.482  -4.109  0.574
H  2.134  2.029  -3.940
H  0.820  3.486  -1.408
H  0.064  -0.296  -2.032
H  -0.407  -1.175  3.174
H  -2.316  -3.420  5.521
H  1.109  4.662  3.576
H  -1.519  -1.298  -3.632
H  5.517  2.426  -4.899
H  0.337  6.775  2.497

Cartesian forces (eV/Å) of the 6 atoms listed first:
-0.2 -0.2 0.6
0.4 0.1 -0.7
0.0 -0.8 -0.4
0.5 1.4 0.9
2.6 -1.4 -0.4
-0.1 -0.1 0.0

Values from the calculation:
E_HOMO, eV: -3.31
Charge: -1

=====

(4)
The following is a DFT calculation (ωB97M-V with the def2-TZVPD basis set) of one molecule with the formula C22H32N2O5S at a distorted geometry.

Element x y z (Å)
S  0.332  -0.292  0.006
O  -1.175  -5.994  -0.071
O  -2.391  4.569  -1.223
O  1.195  -5.111  -1.471
O  -0.528  0.432  0.916
O  1.741  -0.206  0.246
N  0.099  0.206  -1.580
N  -1.553  3.104  0.269
C  -1.585  4.040  1.369
C  -0.354  2.426  -2.596
C  3.040  2.539  1.603
C  -0.741  -4.714  -0.123
C  1.933  3.486  1.259
C  -1.268  -2.465  0.623
C  -1.226  -0.048  -2.107
C  0.592  1.575  -1.760
C  -0.211  4.679  1.612
C  -1.801  2.415  -2.071
C  0.603  2.892  3.251
C  1.923  2.408  3.843
C  -2.250  0.998  -1.669
C  0.685  -2.868  -0.725
C  -0.431  -7.065  -0.614
C  -1.947  3.465  -0.963
C  2.362  -4.632  -2.098
C  -1.554  -3.815  0.569
C  2.689  1.632  2.779
C  0.409  -4.227  -0.790
C  0.842  3.674  1.989
C  -0.145  -2.007  -0.031
H  -1.129  2.204  0.458
H  0.744  2.028  -0.775
H  1.551  -2.439  -1.199
H  3.048  -4.177  -1.378
H  1.734  1.775  4.712
H  -0.318  5.410  2.419
H  2.086  4.069  0.358
H  2.127  -3.909  -2.885
H  2.068  0.813  2.414
H  1.571  1.511  -2.248
H  0.063  3.509  3.975
H  3.936  3.129  1.832
H  -0.020  2.024  3.015
H  0.088  5.212  0.708
H  -1.925  3.514  2.264
H  -2.436  2.784  -2.883
H  -2.374  0.923  -0.589
H  -2.305  4.820  1.107
H  -0.345  2.061  -3.625
H  3.601  1.202  3.199
H  -2.419  -4.221  1.067
H  -1.006  -7.957  -0.366
H  -1.153  -0.083  -3.198
H  -1.891  -1.774  1.167
H  0.014  3.453  -2.609
H  0.561  -7.134  -0.166
H  -1.522  -1.039  -1.757
H  3.271  1.920  0.732
H  -0.335  -6.983  -1.698
H  2.830  -5.510  -2.541
H  2.514  3.267  4.169
H  -3.213  0.765  -2.127

Cartesian forces (eV/Å) of the 6 atoms listed first:
0.0 -0.3 -0.6
-0.1 0.4 0.0
-0.1 0.4 -0.1
-0.4 0.0 0.2
-0.3 -0.3 0.1
0.3 0.0 -0.1

Values from the calculation:
E_HOMO, eV: -8.57
Energy above the lowest of the compared OMol25 structures with the same formula, charge and spin, kJ/mol: 231.4
SMILES: COc1ccc(S(=O)(=O)N2CCC(C(=O)NCCC3=CCCCC3)CC2)cc1OC

=====

(5)
The following is a DFT calculation (ωB97M-V with the def2-TZVPD basis set) of C6H5FI4V as an isolated structure at a distorted geometry.

Element x y z (Å)
I  3.667  1.980  0.484
I  4.822  0.332  4.260
I  0.688  1.318  3.945
I  2.397  -2.236  1.745
V  2.766  0.386  2.391
F  0.761  0.500  0.681
C  -2.210  -0.465  -2.001
C  -1.924  -1.346  -0.935
C  -1.505  0.719  -2.118
C  -0.242  0.164  -0.195
C  -0.534  1.079  -1.188
C  -0.920  -1.036  -0.074
H  -0.024  2.020  -1.334
H  -2.494  -2.238  -0.722
H  -1.607  1.435  -2.919
H  -2.964  -0.826  -2.685
H  -0.678  -1.785  0.666

Cartesian forces (eV/Å) of the 6 atoms listed first:
0.5 0.7 -0.8
0.1 0.0 0.1
-0.3 0.0 0.3
-0.1 -0.6 0.0
-0.1 -0.2 0.6
-1.3 -0.5 -0.9

Values from the calculation:
E_HOMO (spin up / spin down), eV: -0.74 / -1.74
Charge: -2
2S+1: 4

=====

(6)
The following is a DFT calculation (ωB97M-V with the def2-TZVPD basis set) of one molecule with the formula C5H7NO3 at a distorted geometry.

Element x y z (Å)
O  1.108  2.071  1.383
O  -0.014  -1.193  -1.199
O  0.934  1.895  -0.833
N  -1.995  -0.144  -1.334
C  -0.864  -0.259  -0.727
C  0.580  1.552  0.416
C  1.086  -1.659  -0.399
C  -0.480  0.532  0.446
C  -1.163  0.322  1.584
H  1.585  2.618  -0.713
H  -1.971  -0.403  1.630
H  1.864  -0.895  -0.335
H  0.741  -1.961  0.594
H  1.506  -2.539  -0.895
H  -0.945  0.883  2.487
H  -1.972  -0.821  -2.106

Cartesian forces (eV/Å) of the 6 atoms listed first:
-0.7 -0.6 -0.7
1.0 -0.6 0.0
0.2 0.3 0.0
1.4 0.3 0.9
-1.7 -0.4 -1.9
1.0 0.8 0.7

Values from the calculation:
E_HOMO, eV: -9.90
Energy above the lowest of the compared OMol25 structures with the same formula, charge and spin, kJ/mol: 198.4
SMILES: [H]/N=C(\OC)C(=C)C(=O)O